Formula: C32H57EuN2O2P2
Source: the OMol25 dataset
Level of theory: wB97M-V/def2-TZVPD

```
96
Properties=species:S:1:pos:R:3:lowdin_charge:R:1
C -1.951 1.692 1.047 -0.38
C -1.094 1.760 -1.123 -0.38
C -2.724 2.822 0.798 -0.07
C -1.663 3.047 -1.324 -0.07
C -2.545 3.529 -0.388 -0.07
H -3.433 3.154 1.550 0.11
H -1.437 3.548 -2.261 0.11
H -3.087 4.440 -0.595 0.11
N -1.190 1.133 0.097 0.00
P -0.554 0.096 2.899 1.04
P -0.327 -0.677 -2.460 1.00
C -2.038 1.063 2.454 -0.29
H -2.204 1.842 3.218 0.09
H -2.928 0.416 2.502 0.09
C -0.706 1.056 -2.334 -0.37
H -0.099 1.675 -3.013 0.04
C 1.300 -1.144 -3.489 -0.67
C -1.885 -0.625 -3.593 -0.68
C 0.699 1.383 3.546 -0.68
C -1.157 -1.113 4.234 -0.70
C 2.356 -1.727 -2.528 -0.14
H 1.971 -2.607 -1.987 0.06
H 3.212 -2.067 -3.133 0.09
H 2.728 -0.991 -1.803 0.03
C 0.957 -2.242 -4.510 -0.11
H 0.531 -3.118 -3.999 0.08
H 0.272 -1.906 -5.298 0.06
H 1.890 -2.565 -5.000 0.09
C 1.871 0.093 -4.171 -0.10
H 2.724 -0.219 -4.797 0.10
H 1.160 0.606 -4.833 0.08
H 2.259 0.807 -3.434 0.04
C -2.289 -2.072 -3.838 -0.12
H -2.422 -2.591 -2.878 0.06
H -3.243 -2.074 -4.382 0.09
H -1.541 -2.616 -4.420 0.05
C -3.042 0.092 -2.855 -0.09
H -3.158 -0.298 -1.835 0.05
H -2.871 1.177 -2.784 0.07
H -3.979 -0.038 -3.415 0.10
C -1.555 0.148 -4.882 -0.09
H -1.270 1.191 -4.672 0.07
H -0.752 -0.313 -5.472 0.06
H -2.466 0.181 -5.502 0.10
C 0.071 -1.814 4.850 -0.09
H -0.286 -2.539 5.601 0.09
H 0.641 -2.366 4.086 0.07
H 0.754 -1.118 5.359 0.06
C -2.030 -2.187 3.553 -0.11
H -2.947 -1.772 3.116 0.07
H -1.474 -2.734 2.775 0.04
H -2.326 -2.921 4.320 0.10
C -1.978 -0.399 5.317 -0.09
H -2.825 0.161 4.897 0.08
H -2.384 -1.167 5.994 0.09
H -1.371 0.282 5.925 0.06
C 0.558 2.693 2.754 -0.09
H -0.394 3.207 2.948 0.09
H 1.367 3.379 3.054 0.10
H 0.650 2.529 1.670 0.05
C 2.116 0.816 3.311 -0.11
H 2.347 0.724 2.237 0.04
H 2.845 1.507 3.758 0.09
H 2.255 -0.165 3.783 0.07
C 0.495 1.694 5.033 -0.10
H -0.505 2.097 5.244 0.08
H 0.689 0.829 5.678 0.06
H 1.223 2.470 5.321 0.09
Eu 0.341 -1.099 0.322 1.24
C -2.197 -1.570 0.154 -0.10
O -3.339 -1.700 0.230 0.09
N 2.140 0.612 -0.208 0.09
C 2.367 1.577 -0.829 -0.14
C 2.603 2.919 -1.407 -0.54
C 1.947 3.431 -2.722 -0.03
C 2.130 3.894 -0.332 -0.04
C 4.120 2.787 -1.581 -0.04
H 2.050 2.769 -3.590 0.07
H 0.871 3.656 -2.593 0.07
H 2.404 4.399 -3.026 0.11
H 2.418 3.536 0.658 0.08
H 2.509 4.916 -0.461 0.11
H 1.030 3.947 -0.367 0.09
H 4.684 3.707 -1.734 0.10
H 4.520 2.294 -0.681 0.10
H 4.286 2.106 -2.431 0.10
C 1.521 -5.478 1.391 0.00
C 0.408 -4.524 1.103 -0.42
C -0.917 -5.098 0.739 0.00
O 0.616 -3.283 1.164 -0.18
H 1.106 -6.460 1.654 0.09
H 2.151 -5.103 2.213 0.10
H 2.156 -5.604 0.495 0.11
H -1.032 -6.064 1.243 0.10
H -1.744 -4.440 1.020 0.08
H -0.961 -5.278 -0.346 0.12
```

Its charge is +1. Its spin multiplicity is 8. Its total energy is -79084.88079 eV. For the relative energy (zero: lowest compared OMol25 entry of this formula, charge and spin), the calculation gives 1.921 eV.